14
Properties=species:S:1:pos:R:3:forces:R:3:nbo_charge:R:1 method="wB97M-V/def2-TZVPD" charge=+2 homo_lumo_gap_ev=4.030 lumo_ev=-15.908 energy_ha=-577.88433 e_above_lowest_kcal_mol=0.0
Tl -1.24000 4.18224 1.60217 -0.29 -0.08 -0.64 1.168
F -2.05262 3.01038 -0.84115 0.61 -0.15 1.27 -0.232
O -0.67063 1.33466 1.35078 -1.03 -0.12 -1.20 -0.250
C -0.21670 0.32425 0.86090 1.76 -0.52 2.07 0.821
O 0.85454 -0.28403 1.27476 0.81 0.66 0.28 -0.331
C 1.38925 -1.21542 0.29750 -0.89 -0.28 -2.06 -0.090
C 0.52114 -0.83026 -0.97404 1.22 -0.02 1.28 -0.387
C -0.78984 -0.46360 -0.30072 -2.27 -0.11 -1.82 -0.401
H 1.31769 -2.23382 0.67138 -0.35 0.09 0.08 0.253
H 2.42213 -1.01197 0.01023 0.15 0.44 0.79 0.275
H 0.31783 -1.63590 -1.68470 0.01 0.15 -0.25 0.316
H 0.97042 0.05732 -1.41901 0.13 -0.32 -0.42 0.251
H -1.31207 -1.37821 0.00113 -0.09 0.31 0.93 0.313
H -1.51114 0.14437 -0.84921 0.22 -0.06 -0.29 0.295

81
Properties=species:S:1:pos:R:3:forces:R:3:mulliken_charge:R:1 method="wB97M-V/def2-TZVPD" charge=+1 homo_lumo_gap_ev=5.298 lumo_ev=-5.622 energy_ha=-5594.71144
C 2.66805 -0.86946 0.12203 -6.99 1.43 -0.65 -0.902
C 1.46819 -0.38364 -0.14303 5.54 -2.46 0.11 -1.162
C 0.00512 0.23493 -0.55195 4.26 -0.56 0.84 0.581
S -1.05056 -1.13065 0.19360 -2.68 -6.05 -3.03 1.482
O -2.51732 -1.04021 -0.12618 4.12 0.91 1.04 -0.640
O -0.39327 -2.43018 -0.28373 -1.62 4.81 1.69 -0.591
C -0.90897 -1.24944 2.08155 -1.15 2.85 2.90 0.597
F -2.19210 -0.74920 2.57810 3.35 -1.44 -1.20 -0.262
F 0.07082 -0.34123 2.63429 -2.20 -2.68 -1.54 -0.271
C -0.80487 -2.75960 2.63566 -0.20 -2.39 -0.93 0.688
F -1.89867 -3.49198 2.00525 3.31 2.02 1.52 -0.232
F 0.47883 -3.39120 2.36344 -3.80 2.08 0.50 -0.244
C -1.04942 -2.93692 4.22164 -1.53 -2.37 1.28 0.421
F -2.44073 -2.77063 4.61512 4.23 0.03 -1.36 -0.235
F -0.76826 -4.34274 4.50425 -0.73 3.89 -1.13 -0.244
C -0.07833 -2.09266 5.18557 1.21 0.80 3.75 0.655
F 0.00533 -2.83475 6.43581 -0.26 2.17 -3.65 -0.244
F 1.26438 -1.94328 4.72932 -4.06 -0.33 0.86 -0.208
F -0.61956 -0.80030 5.55461 1.62 -3.75 -1.65 -0.235
N 0.13407 1.55336 0.20671 -1.06 1.53 -2.28 -0.027
Cl -1.45554 1.86608 0.89487 0.47 0.78 0.20 0.100
C 0.60239 2.57551 -0.80255 -0.78 -3.40 -2.11 -0.641
N 0.85108 3.87660 -0.56395 -0.66 -0.76 0.89 0.112
B 0.77579 4.52793 0.82232 -1.14 1.60 3.35 0.735
O 1.79292 4.37241 1.83414 -1.24 0.54 -3.57 -0.520
O -0.39878 5.37386 1.02932 2.53 -2.95 0.29 -0.516
P 1.29775 5.05399 -1.87007 1.50 1.12 -2.55 0.304
O 1.91437 6.46817 -1.12272 -1.70 -2.11 -0.41 -0.483
Cl -0.48415 5.58181 -2.95237 0.82 -0.20 1.56 -0.186
N 0.70237 1.83482 -2.09869 1.00 2.00 2.74 1.091
B 2.02067 1.81226 -2.80462 3.78 0.04 -1.48 0.115
O 3.22178 1.57035 -1.98344 -2.59 -1.20 -1.57 -0.710
N 2.25098 1.99950 -4.27685 0.58 1.53 2.88 0.083
C 3.71697 1.93781 -4.62311 1.32 -0.23 -1.10 -0.848
C 1.67720 3.29387 -4.77633 -1.63 -0.10 -0.69 -0.690
C -0.20704 0.60530 -2.14160 -1.20 1.77 1.59 0.634
C -1.55773 1.43861 -2.55813 -0.81 -0.66 -0.89 -1.147
C -2.84334 0.62016 -3.01193 -1.25 0.62 -0.86 -0.449
C -4.15123 1.58750 -2.76336 1.03 -0.07 -0.52 -1.080
C -4.58222 1.68857 -1.21272 0.79 1.26 0.27 -0.341
S -6.46301 1.78994 -1.06533 -4.01 -4.34 -4.53 1.091
O -6.94952 0.40524 -0.69312 1.97 4.02 0.53 -0.534
O -7.12180 2.13928 -2.40042 2.81 0.33 3.96 -0.561
Cl -7.03452 3.28818 0.27112 0.75 -0.86 -0.46 -0.184
C 0.04175 -0.56830 -3.19082 0.57 -4.20 -1.34 1.230
F 1.30872 -1.29068 -3.05707 -2.76 2.68 0.26 -0.327
F -0.89899 -1.68470 -3.04673 1.90 3.50 0.50 -0.294
C -0.09906 -0.16972 -4.77020 1.39 -1.51 -2.39 0.444
F -1.15081 -0.92622 -5.44159 2.65 2.36 2.19 -0.290
F 1.13153 -0.61700 -5.42741 -3.06 1.12 1.66 -0.292
H 3.47317 -1.59363 0.54181 -1.64 1.91 -1.05 0.434
H 2.68076 4.39531 1.38236 -0.98 -0.43 0.90 0.338
H -0.64837 5.37489 1.98873 0.52 0.43 -1.02 0.343
H 2.16060 7.13555 -1.81249 -0.33 -0.74 0.54 0.366
H 3.37575 0.58808 -2.09813 0.18 1.33 0.55 0.303
H 4.17595 0.89085 -4.46762 -1.00 1.63 -0.17 0.284
H 3.87023 2.19223 -5.74990 -0.52 -0.49 1.96 0.339
H 4.36708 2.68507 -4.02737 -1.23 -1.11 -0.80 0.249
H 1.57509 3.25859 -5.93324 0.27 0.20 2.00 0.321
H 2.26911 4.21880 -4.43481 -0.68 -1.46 -0.66 0.256
H 0.60779 3.38095 -4.32319 1.76 0.03 -0.94 0.135
H -1.89476 2.21504 -1.78280 1.02 -1.31 -0.69 0.357
H -1.21803 2.07903 -3.47709 -0.51 -1.15 1.75 0.308
H -2.80413 0.49840 -4.17276 -0.03 0.00 2.14 0.421
H -3.01222 -0.41654 -2.55954 0.49 1.63 -0.44 0.275
H -4.97590 1.22738 -3.47772 1.05 0.67 1.46 0.579
H -3.79562 2.64569 -3.10285 -1.00 -1.77 0.50 0.263
H -4.19512 2.68872 -0.77196 -0.67 -1.63 -0.67 0.434
H -4.20847 0.83571 -0.54034 -0.93 1.06 -1.13 0.111
H -0.15282 0.95578 -4.97372 -0.31 -1.83 0.19 0.095
N 3.43100 -5.93498 7.50476 -0.36 -0.28 -0.61 -0.538
C 3.85066 -7.04830 6.87845 -0.09 0.54 0.41 -0.259
C 3.20826 -7.60669 5.78483 -0.14 0.08 -0.07 -0.316
C 2.06244 -6.98477 5.30852 -0.01 -0.03 -0.06 -0.418
C 1.60498 -5.83448 5.93710 0.05 -0.11 -0.08 -0.060
C 2.32004 -5.35228 7.02168 0.57 -0.19 0.34 -0.283
H 4.74817 -7.49934 7.28969 -0.04 -0.02 -0.06 0.351
H 3.59328 -8.50490 5.31759 -0.01 0.05 0.06 0.366
H 1.53068 -7.39252 4.45503 0.03 0.02 0.07 0.388
H 0.71441 -5.32458 5.59200 0.22 -0.14 0.16 0.368
H 2.00471 -4.45439 7.54426 -0.04 -0.04 -0.05 0.418

67
Properties=species:S:1:pos:R:3:forces:R:3:nbo_charge:R:1 method="wB97M-V/def2-TZVPD" charge=+1 homo_lumo_gap_ev=7.203 lumo_ev=-3.362 energy_ha=-3626.91293 e_above_lowest_kcal_mol=0.0
O 3.80814 -3.40385 1.45876 1.08 1.76 0.57 -0.904
S 3.52191 -2.86665 0.15819 -0.82 -3.51 0.44 2.056
O 2.58572 -3.73499 -0.49503 -0.15 1.02 -1.25 -0.908
Cl 2.62855 -1.03948 0.24751 0.37 -0.27 -0.14 -0.177
C 5.03081 -2.78547 -0.84847 0.46 0.64 -1.18 -0.648
C 5.25407 -1.44238 -1.57477 -0.70 0.46 0.45 -0.421
C 5.59949 -0.22522 -0.65243 0.64 -0.32 -0.78 -0.417
C 6.35890 -0.55772 0.65849 -0.32 0.99 0.60 -0.462
C 5.54749 -0.28174 1.93144 0.35 -0.31 -0.50 0.291
C 4.52473 0.62666 2.05429 -0.67 0.66 0.03 -0.250
C 3.83043 0.79396 3.25455 0.46 -0.24 -0.16 -0.031
C 4.22186 0.02883 4.35927 -0.66 0.85 -0.32 -0.232
C 5.26802 -0.83564 4.21709 -0.49 -0.01 1.16 0.075
N 5.88353 -0.97169 3.03844 0.44 -0.32 -0.14 -0.434
H 5.89589 -3.14290 -0.27664 -0.50 0.27 0.32 0.249
H 4.87849 -3.54817 -1.62656 -0.39 0.12 0.41 0.287
H 4.30596 -1.18690 -2.07978 0.33 -0.11 0.04 0.249
H 5.97873 -1.54515 -2.39339 0.01 -0.26 0.48 0.243
H 4.68257 0.34501 -0.49313 0.32 -0.18 0.23 0.231
H 6.24196 0.44575 -1.24070 -0.20 -0.21 0.15 0.237
H 6.77402 -1.57140 0.71390 -0.21 0.18 -0.15 0.222
H 7.22577 0.12282 0.71952 -0.19 -0.27 0.03 0.258
H 4.19606 1.21683 1.20346 0.28 -0.17 0.14 0.250
H 2.99883 1.49559 3.30476 0.23 -0.28 0.08 0.284
H 3.69376 0.16180 5.29948 0.25 -0.27 -0.12 0.262
H 5.57425 -1.40064 5.09552 0.37 -0.18 -0.60 0.247
H 6.64798 -1.63612 2.96365 -0.16 0.04 0.06 0.436
C -1.62102 0.61600 3.51662 0.14 0.19 0.35 -0.820
S -0.19864 -0.39299 3.10504 -0.26 -0.05 0.03 1.245
O 1.02210 0.47728 3.23087 0.01 0.01 -0.14 -1.046
C -0.55132 -0.54778 1.35329 0.14 0.06 -0.07 -0.831
H -1.56535 0.86149 4.57721 0.13 -0.07 -0.01 0.233
H -1.61022 1.53278 2.92961 -0.01 -0.08 -0.09 0.244
H -2.53241 0.05855 3.32030 0.06 -0.03 -0.11 0.257
H -0.59929 0.44060 0.89610 -0.07 0.01 0.07 0.241
H -1.49358 -1.07145 1.20563 -0.03 0.07 0.10 0.251
H 0.26590 -1.11471 0.91849 -0.15 -0.08 0.05 0.221
C -1.15763 -0.20968 -3.90474 -0.06 0.04 -0.13 -0.829
S 0.11102 -0.40908 -2.64676 -0.05 -0.06 0.09 1.245
O 1.37255 0.16592 -3.19260 0.04 -0.10 0.03 -0.994
C 0.23583 -2.19814 -2.78093 0.05 -0.08 -0.06 -0.836
H -1.36386 0.85377 -4.01393 0.06 0.00 0.06 0.241
H -0.80391 -0.61095 -4.85466 0.06 -0.01 0.04 0.236
H -2.06582 -0.72479 -3.59047 0.03 0.00 0.05 0.228
H 0.49958 -2.47374 -3.80267 -0.01 0.08 -0.01 0.233
H -0.71547 -2.65143 -2.50060 0.00 0.03 0.03 0.232
H 1.01329 -2.54116 -2.09924 -0.03 0.05 0.03 0.251
C -6.12797 0.71535 1.51444 0.03 0.20 0.27 -0.841
S -4.71369 -0.30194 1.09321 -0.22 -0.03 0.01 1.235
O -3.49295 0.55395 1.22882 -0.13 -0.02 -0.20 -1.021
C -5.08243 -0.43340 -0.66015 0.13 0.01 -0.20 -0.829
H -6.07454 0.94854 2.57773 0.09 -0.16 0.01 0.233
H -6.11149 1.63984 0.93652 0.04 -0.21 0.00 0.281
H -7.04602 0.16356 1.31262 0.04 -0.03 -0.04 0.234
H -5.12869 0.56118 -1.10062 -0.08 0.03 0.12 0.243
H -6.03321 -0.94871 -0.79390 0.00 0.02 0.04 0.238
H -4.28736 -1.00978 -1.13291 0.01 -0.05 0.11 0.223
C -5.60063 2.96470 -3.08669 0.00 -0.14 -0.10 -0.833
S -6.37257 3.59491 -1.59007 0.02 0.20 0.00 1.260
O -6.81779 2.41466 -0.78995 -0.04 0.12 -0.40 -1.007
C -7.82923 4.27202 -2.39408 -0.13 -0.04 -0.07 -0.829
H -4.67746 2.45922 -2.80631 -0.01 0.06 0.07 0.236
H -6.26852 2.25720 -3.57947 -0.04 0.02 0.05 0.233
H -5.36964 3.79482 -3.75402 0.00 0.03 0.05 0.237
H -8.35700 3.48235 -2.92949 0.05 -0.04 0.03 0.234
H -7.52952 5.06172 -3.08309 0.04 0.00 0.04 0.234
H -8.47896 4.68821 -1.62658 0.07 -0.02 0.05 0.248

What did the first record say?
14
Properties=species:S:1:pos:R:3:forces:R:3:nbo_charge:R:1 method="wB97M-V/def2-TZVPD" charge=+2 homo_lumo_gap_ev=4.030 lumo_ev=-15.908 energy_ha=-577.88433 e_above_lowest_kcal_mol=0.0
Tl -1.24000 4.18224 1.60217 -0.29 -0.08 -0.64 1.168
F -2.05262 3.01038 -0.84115 0.61 -0.15 1.27 -0.232
O -0.67063 1.33466 1.35078 -1.03 -0.12 -1.20 -0.250
C -0.21670 0.32425 0.86090 1.76 -0.52 2.07 0.821
O 0.85454 -0.28403 1.27476 0.81 0.66 0.28 -0.331
C 1.38925 -1.21542 0.29750 -0.89 -0.28 -2.06 -0.090
C 0.52114 -0.83026 -0.97404 1.22 -0.02 1.28 -0.387
C -0.78984 -0.46360 -0.30072 -2.27 -0.11 -1.82 -0.401
H 1.31769 -2.23382 0.67138 -0.35 0.09 0.08 0.253
H 2.42213 -1.01197 0.01023 0.15 0.44 0.79 0.275
H 0.31783 -1.63590 -1.68470 0.01 0.15 -0.25 0.316
H 0.97042 0.05732 -1.41901 0.13 -0.32 -0.42 0.251
H -1.31207 -1.37821 0.00113 -0.09 0.31 0.93 0.313
H -1.51114 0.14437 -0.84921 0.22 -0.06 -0.29 0.295